Entry 1:
Entry from the Open Molecules 2025 dataset: C16H25GdN3O5P2S2 as an isolated structure (wB97M-V/def2-TZVPD).

Values from the calculation:
**Kohn-Sham gap (alpha / beta)**: 0.154 / 0.099 hartree
**Total charge**: +3
**<S²>**: 16.80
**Multiplicity**: 8

Geometry as XYZ:
```
54
C16H25GdN3O5P2S2 | the Open Molecules 2025 dataset | wB97M-V/def2-TZVPD
C -2.690 5.244 -2.701
C -2.463 3.729 -3.308
C -3.718 2.704 -3.055
C -3.352 1.480 -2.021
C -3.293 2.026 -0.473
C -3.800 0.754 0.479
C -2.737 -0.507 0.448
C -2.376 -1.109 1.930
C -0.845 -1.669 2.102
C -0.200 -2.357 0.760
C 1.435 -2.454 1.029
C 2.493 -1.198 0.707
P 1.769 0.390 -0.058
O 2.807 1.540 -0.359
O 0.546 1.120 1.004
O 0.907 0.113 -1.587
C 4.059 -1.484 1.096
P 5.387 -0.138 0.846
S 5.111 1.407 2.058
C 4.595 -2.932 1.740
O 6.022 -3.101 2.066
N 6.774 -3.253 0.946
O 7.908 -2.955 1.303
C 3.588 -4.208 2.028
N 3.884 -5.602 2.571
S 2.332 -6.435 2.589
N 1.233 -5.168 1.993
C 2.003 -3.896 1.657
H -1.885 5.420 -1.838
H -3.749 5.353 -2.170
H -2.608 6.077 -3.544
H -1.495 3.241 -2.835
H -2.244 3.815 -4.472
H -4.610 3.364 -2.616
H -4.126 2.278 -4.081
H -4.184 0.643 -2.050
H -2.331 0.951 -2.239
H -4.058 2.916 -0.271
H -2.223 2.387 -0.133
H -4.874 0.384 0.159
H -3.897 1.191 1.564
H -1.812 -0.145 -0.179
H -3.256 -1.363 -0.202
H -3.218 -1.883 2.237
H -2.493 -0.203 2.698
H -0.102 -0.862 2.572
H -0.899 -2.533 2.924
H -0.594 -3.452 0.585
H -0.328 -1.742 -0.228
H 1.018 1.138 1.905
H 1.238 -0.726 -2.022
H 6.736 -0.618 1.173
H 5.365 0.361 -0.531
Gd 3.256 1.966 -2.197
```

Charges computed using Löwdin, reported in e: -0.1423 -0.2690 -0.2133 -0.2234 -0.2072 -0.2056 -0.2197 -0.1799 -0.1869 -0.1475 0.0212 -0.1953 0.7730 -0.7146 -0.1490 -0.2346 -0.2694 0.5138 0.5173 -0.0116 -0.0881 0.0011 0.0834 -0.1234 -0.1992 1.0878 -0.2235 -0.1121 0.0721 0.0845 0.0901 0.0739 0.1098 0.1197 0.1199 0.1212 0.0893 0.1303 0.1009 0.1288 0.1098 0.0688 0.1334 0.1417 0.1279 0.1070 0.1394 0.1489 0.0924 0.1240 0.1143 0.0433 -0.0361 1.7627


Entry 2:
Entry from the Open Molecules 2025 dataset: a 4-piece molecular cluster, C3H14O3S overall (wB97M-V/def2-TZVPD).

Values from the calculation:
**Energy above the lowest of the compared OMol25 structures with the same formula, charge and spin**: 0.7635 eV
**Kohn-Sham gap**: 0.339 hartree
**SMILES**: CCSC.O.O.O

Geometry as XYZ:
```
21
C3H14O3S | the Open Molecules 2025 dataset | wB97M-V/def2-TZVPD
C 0.018 -2.584 0.639
C 0.907 -1.526 1.261
S 1.447 -0.183 0.173
C -0.157 0.538 -0.167
H -0.472 -3.166 1.431
H -0.835 -2.208 0.089
H 0.585 -3.266 0.011
H 0.415 -1.080 2.135
H 1.810 -1.984 1.645
H -0.633 0.054 -1.001
H 0.041 1.557 -0.501
H -0.808 0.459 0.704
O 2.370 -0.031 -4.652
H 3.277 0.107 -4.950
H 2.243 -0.984 -4.734
O -0.413 2.658 3.101
H 0.414 2.185 3.214
H -0.272 3.547 3.446
O -3.269 2.300 -0.434
H -2.622 1.591 -0.484
H -4.045 2.016 -0.926
```

Charges computed using natural (NBO), reported in e: -0.6216 -0.5313 0.2010 -0.7716 0.2103 0.2073 0.2117 0.2033 0.2229 0.2053 0.2407 0.2207 -0.9342 0.4672 0.4670 -0.9412 0.4700 0.4714 -0.9376 0.4698 0.4688


Entry 3:
Entry from the Open Molecules 2025 dataset: a 26-piece molecular cluster, C26H104O26 overall (wB97M-V/def2-TZVPD).

Values from the calculation:
**Energy above the lowest of the compared OMol25 structures with the same formula, charge and spin**: 8.6805 eV
**Kohn-Sham gap**: 0.335 hartree

Geometry as XYZ:
```
156
C26H104O26 | the Open Molecules 2025 dataset | wB97M-V/def2-TZVPD
C 4.462 -4.018 -2.716
O 5.049 -5.308 -2.944
H 4.837 -3.295 -3.440
H 3.380 -4.028 -2.845
H 4.681 -3.612 -1.728
H 4.546 -6.040 -2.580
C -4.433 -3.220 4.235
O -4.329 -4.586 4.546
H -5.380 -2.886 4.659
H -3.647 -2.603 4.668
H -4.506 -3.117 3.152
H -4.543 -5.010 3.712
C -4.618 1.807 2.909
O -3.191 2.132 3.046
H -4.780 1.297 1.959
H -4.938 1.167 3.732
H -5.197 2.729 2.956
H -2.686 1.337 2.861
C -0.508 4.823 -1.866
O 0.003 4.338 -0.629
H -0.094 5.758 -2.244
H -0.139 4.112 -2.605
H -1.597 4.856 -1.916
H -0.583 3.661 -0.283
C -1.172 1.080 -3.779
O -0.125 1.095 -4.733
H -0.929 0.281 -3.078
H -1.268 2.011 -3.221
H -2.077 0.703 -4.255
H -0.202 1.844 -5.328
C -1.353 -3.897 2.092
O -0.705 -2.722 1.575
H -0.814 -4.793 1.785
H -1.440 -3.797 3.174
H -2.336 -4.019 1.636
H -0.078 -3.038 0.919
C -1.562 -0.455 4.442
O -1.302 0.157 3.178
H -2.542 -0.205 4.849
H -1.476 -1.527 4.263
H -0.823 -0.151 5.183
H -0.477 -0.207 2.850
C -4.732 -5.308 0.849
O -4.352 -5.765 2.128
H -4.531 -4.262 0.617
H -4.343 -5.811 -0.037
H -5.801 -5.499 0.753
H -4.862 -6.556 2.314
C 5.180 -2.266 1.067
O 5.648 -2.753 2.276
H 5.231 -1.178 1.012
H 5.747 -2.655 0.222
H 4.106 -2.384 0.920
H 5.381 -3.660 2.444
C 1.570 7.455 -0.345
O 1.081 6.581 0.593
H 1.829 8.407 0.118
H 2.485 7.021 -0.750
H 0.884 7.724 -1.148
H 0.869 5.794 0.084
C -4.803 -0.153 -4.586
O -4.465 -1.404 -3.971
H -4.286 -0.065 -5.541
H -5.872 -0.056 -4.773
H -4.427 0.659 -3.964
H -3.803 -1.242 -3.295
C -1.767 -2.473 -2.232
O -2.647 -1.365 -1.922
H -2.227 -3.459 -2.164
H -1.460 -2.354 -3.271
H -0.810 -2.468 -1.711
H -2.172 -0.863 -1.255
C 4.440 4.435 -1.262
O 5.388 5.087 -0.408
H 3.418 4.698 -0.991
H 4.646 4.694 -2.301
H 4.494 3.349 -1.185
H 5.086 5.076 0.503
C 2.160 -1.306 -5.110
O 1.522 -0.918 -3.915
H 1.744 -2.271 -5.400
H 1.929 -0.612 -5.919
H 3.222 -1.381 -4.876
H 0.867 -0.251 -4.135
C 2.673 2.871 -4.901
O 3.533 3.777 -5.587
H 2.220 2.193 -5.623
H 3.226 2.301 -4.154
H 1.928 3.501 -4.413
H 4.203 3.216 -5.986
C -0.260 3.198 5.124
O -0.082 3.555 6.481
H -0.316 4.111 4.530
H 0.502 2.470 4.846
H -1.214 2.712 4.918
H -0.215 2.775 7.025
C 5.953 1.494 2.935
O 5.202 1.943 1.823
H 7.013 1.514 2.684
H 5.765 2.101 3.821
H 5.712 0.460 3.182
H 5.710 1.855 1.013
C -6.398 -1.831 -0.145
O -7.662 -1.775 0.499
H -6.356 -2.574 -0.942
H -6.303 -0.831 -0.568
H -5.571 -2.051 0.530
H -7.823 -2.590 0.980
C -3.630 2.701 -0.309
O -2.194 2.483 -0.329
H -3.887 3.500 -1.004
H -4.269 1.835 -0.481
H -3.866 2.977 0.719
H -2.046 1.602 0.022
C 1.893 -4.511 0.280
O 0.816 -3.897 -0.355
H 1.804 -4.582 1.364
H 2.062 -5.495 -0.157
H 2.774 -3.898 0.089
H 0.751 -4.264 -1.240
C -1.929 5.239 2.165
O -2.690 4.854 3.310
H -2.544 5.054 1.284
H -1.690 6.293 2.308
H -0.926 4.815 2.120
H -2.771 3.897 3.292
C 2.112 3.190 2.253
O 2.427 1.878 1.830
H 1.055 3.438 2.158
H 2.544 3.515 3.199
H 2.512 3.844 1.478
H 3.386 1.836 1.863
C 2.066 -1.912 3.032
O 1.613 -0.574 2.964
H 2.142 -2.379 2.050
H 3.062 -1.913 3.475
H 1.435 -2.604 3.588
H 2.206 0.030 2.511
C 3.505 0.214 -1.587
O 3.392 -1.137 -1.907
H 4.362 0.312 -0.921
H 3.791 0.836 -2.435
H 2.641 0.676 -1.109
H 2.713 -1.173 -2.584
C 0.154 0.178 -0.201
O -1.119 -0.200 0.243
H 0.559 -0.479 -0.970
H 0.191 1.226 -0.498
H 0.827 0.159 0.656
H -0.981 -1.012 0.736
C -0.010 -5.865 -2.946
O 0.820 -4.716 -3.088
H 0.596 -6.741 -2.715
H -0.747 -5.628 -2.180
H -0.506 -6.057 -3.897
H 1.480 -4.845 -3.773
```

Atom charges from the Löwdin analysis, given in e for atoms 1 to 99: -0.1455 -0.1146 0.0791 0.0540 0.0526 0.0652 -0.1648 -0.1272 0.0760 0.0611 0.0690 0.0085 -0.0896 -0.1589 0.0646 0.0741 0.0874 0.0305 -0.1189 -0.1427 0.0765 0.0574 0.0838 0.0408 -0.0929 -0.1340 0.0645 0.0824 0.0744 0.0938 -0.0861 -0.1448 0.0819 0.0818 0.0592 0.0167 -0.1151 -0.1441 0.0818 0.0647 0.0797 0.0400 -0.1456 -0.1158 0.0633 0.0787 0.0851 0.1030 -0.1849 -0.0986 0.0677 0.0799 0.0477 0.0837 -0.2012 -0.1115 0.0801 0.0714 0.0708 0.0131 -0.1560 -0.1362 0.0667 0.0748 0.0656 0.0017 -0.1053 -0.1382 0.0796 0.0792 0.0640 0.0359 -0.1438 -0.1188 0.0634 0.0818 0.0571 0.0667 -0.1205 -0.1476 0.0759 0.0820 0.0827 0.0250 -0.1495 -0.1188 0.0662 0.0642 0.0764 0.0715 -0.1594 -0.1117 0.0767 0.0740 0.0633 0.0685 -0.1206 -0.1349 0.0869